ORCA calculation (the ωB97M-V functional and the def2-TZVPD basis) on a cluster of 2 separate species, C28H26BF3NO7PS in total.

The geometry in XYZ format:
```
68
Properties=species:S:1:pos:R:3
C -3.016 2.332 2.633
C -2.509 0.983 2.179
O -1.171 1.093 1.745
C -0.585 -0.170 1.503
C 0.640 0.009 0.632
C 1.901 -0.246 1.205
C 2.035 -0.661 2.645
C 2.018 -2.162 2.849
C 2.216 -3.084 1.825
C 2.209 -4.450 2.090
C 1.996 -4.943 3.380
C 2.015 -6.427 3.617
C 1.773 -4.024 4.399
C 1.789 -2.656 4.134
C 3.071 -0.126 0.431
S 4.647 -0.591 1.119
C 2.951 0.302 -0.894
C 1.709 0.585 -1.455
C 0.532 0.422 -0.705
C -0.792 0.696 -1.401
F -1.863 0.217 -0.771
F -0.989 2.008 -1.539
F -0.819 0.128 -2.609
C 1.752 1.039 -2.893
O 1.064 1.893 -3.366
C 2.784 0.388 -3.740
B 2.414 0.032 -5.240
O 3.263 0.425 -6.246
O 1.259 -0.663 -5.474
C 3.962 0.107 -3.187
P 5.328 -0.700 -4.083
N 4.916 -2.121 -4.641
C 4.161 0.457 -1.763
O 5.219 0.863 -1.371
H -4.090 2.383 2.501
H -2.573 3.112 2.022
H -2.806 2.490 3.685
H -3.158 0.610 1.383
H -2.578 0.249 2.987
H -1.300 -0.805 0.979
H -0.367 -0.674 2.436
H 2.962 -0.278 3.055
H 1.255 -0.229 3.256
H 2.380 -2.736 0.817
H 2.365 -5.163 1.294
H 1.882 -6.676 4.663
H 1.264 -6.908 2.997
H 2.983 -6.819 3.309
H 1.598 -4.377 5.405
H 1.615 -1.969 4.951
H 5.161 0.626 1.339
H 3.197 -0.218 -6.963
H 0.844 -0.327 -6.278
H 6.333 -0.769 -3.107
H 5.735 0.170 -5.104
H 5.038 -2.132 -5.646
O -6.138 3.471 2.012
C -6.519 3.770 0.900
C -6.967 5.149 0.585
C -7.386 5.477 -0.635
C -7.420 4.477 -1.732
O -7.800 4.776 -2.843
C -6.970 3.098 -1.416
C -6.552 2.771 -0.197
H -6.933 5.862 1.399
H -7.718 6.476 -0.887
H -7.002 2.385 -2.231
H -6.218 1.772 0.055
```

Its HOMO-LUMO gap is 7.2 eV. As for the relative energy (zero: lowest compared OMol25 entry of this formula, charge and spin): 0.000 eV. As for the charge: 0. The calculation puts the energy at -74233.3539 eV. As for the SMILES: CCOCc1c(Cc2ccc(C)cc2)c(S)c2c(c1C(F)(F)F)C(=O)C(B(O)O)=C([PH2]=N)C2=O.O=C1C=CC(=O)C=C1.